# 1
DFT (ωB97M-V/def2-TZVPD) results for 2 unconnected molecules or ions with the total composition C10H18O4P in a non-equilibrium geometry.

Structure (XYZ):
```
33
C10H18O4P, DFT ωB97M-V/def2-TZVPD
P 1.2568 0.3401 -2.5038
O 2.6667 0.8451 -2.3605
O 0.0497 -0.3007 2.0681
O 0.9045 0.0970 -3.9675
O -1.7316 0.6664 -0.4612
C 0.6977 -2.8526 0.7134
C -0.2977 -0.5096 0.9199
C -0.0157 2.8102 -1.0992
C -0.3884 2.5861 1.4011
C 1.6924 1.6046 0.5442
C 0.2315 1.9710 0.1272
C -0.7050 -1.9283 -1.0786
C -1.6981 -2.5826 1.0841
C -0.6445 0.7156 0.0754
C -0.4813 -1.9097 0.4293
H 0.0857 3.3896 1.7602
H 0.9287 -2.8843 1.7470
H -1.7282 -1.4834 -1.3608
H -2.3877 -1.7578 1.2885
H -2.1713 -3.2717 0.3962
H 2.0603 0.9171 -0.1091
H 0.5774 3.6666 -1.1515
H -1.4032 2.8738 1.0659
H -0.7671 -2.9112 -1.4763
H 0.0041 -1.3669 -1.6731
H -1.4603 -3.1290 2.0076
H -1.0302 3.1980 -1.0878
H 2.2939 2.5192 0.3470
H -0.4077 1.8566 2.1784
H 0.4753 -3.8881 0.4662
H -0.0176 2.0981 -2.0648
H 1.8229 1.2923 1.5298
H 1.5879 -2.6714 0.2445
```

**HOMO-LUMO gap**: 7.360 eV
**2S+1**: 1
**Total charge**: -1


# 2
DFT (ωB97M-V/def2-TZVPD) results for 2 unconnected molecules or ions with the total composition C18H33ClFN2O4 in a non-equilibrium geometry.

Structure (XYZ):
```
59
C18H33ClFN2O4, DFT ωB97M-V/def2-TZVPD
Cl -6.4775 -2.1872 0.9458
F 0.0773 -0.2031 0.1452
O 2.6284 -1.9606 -0.0123
O 0.8138 2.3452 0.7879
O 2.9867 -0.9115 1.9625
O 0.9578 0.8806 2.5701
N -1.8744 -0.2963 0.2107
N -4.3765 -0.6288 0.1430
C -5.8837 -0.7569 0.0295
C 2.3887 -0.9821 0.8559
C 4.2750 1.1746 -1.2536
C 3.4213 -2.9686 0.5652
C 5.5813 0.9974 -2.0425
C -2.4473 0.7944 -0.6019
C -3.9841 0.5802 -0.6438
C 1.4467 0.1578 0.3225
C 1.7622 0.5172 -1.1703
C 0.4326 3.3810 1.7386
C -2.3769 -0.2805 1.6158
C -3.6686 -1.8047 -0.4801
C -0.4176 4.3202 0.9634
C 3.5779 -4.0674 -0.4695
C -2.1479 -1.6378 -0.3491
C 1.2071 1.1366 1.3696
C 3.1321 0.3169 -1.7992
C -3.9227 -0.3930 1.5585
H 2.6109 -4.3659 -0.8717
H 1.0262 -0.0665 -1.7570
H -1.2962 3.8135 0.5408
H 0.1424 4.7997 0.1427
H 5.4198 1.1333 -3.1137
H -4.4333 0.4599 1.9810
H -0.7770 5.1097 1.6440
H 2.9177 -3.3675 1.4676
H -4.0198 -2.7492 0.1064
H -0.0907 2.8918 2.5529
H -4.5312 1.4742 -0.2344
H 3.0138 0.4969 -2.8502
H 4.2265 -3.7394 -1.2953
H -6.1301 -0.8876 -1.0171
H -1.6967 -2.3311 0.2719
H 4.4014 -2.5577 0.8592
H -1.9129 -1.0569 2.1040
H -2.1911 1.7091 -0.1231
H 6.0114 0.0010 -1.8810
H -6.3321 0.1417 0.4625
H 4.4704 0.9468 -0.2036
H -2.0850 0.6878 2.0105
H -4.3549 0.4655 -1.7015
H 1.3704 3.8061 2.0894
H -4.2731 -1.3077 2.1827
H 3.9436 2.2206 -1.2981
H -2.0208 0.7176 -1.5715
H 1.4318 1.5843 -1.2180
H -1.6928 -1.6300 -1.3550
H 4.0490 -4.9374 -0.0086
H 3.3985 -0.7590 -1.6861
H 6.3130 1.7322 -1.6990
H -4.0204 -1.9594 -1.4924
```

**HOMO-LUMO gap**: 9.140 eV
**2S+1**: 1
**Total charge**: +1


# 3
DFT (ωB97M-V/def2-TZVPD) results for a gas-phase ion, C6H11O (charge +1) in a non-equilibrium geometry.

Structure (XYZ):
```
18
C6H11O, DFT ωB97M-V/def2-TZVPD
O -0.5316 -1.0451 -0.9781
C -0.7901 0.9024 -2.2276
C -0.3717 0.2348 -0.9570
C -0.2429 -1.8005 0.1504
C 0.1697 1.1039 0.2234
C 0.6607 -1.1723 1.2486
C 0.2588 0.2971 1.5441
H -1.7581 0.3510 -2.6504
H -0.6760 0.2500 2.0566
H 1.6432 -1.3033 0.9368
H 1.1889 1.4704 0.0238
H -0.5036 1.9662 0.1499
H -0.7954 2.0549 -2.1250
H -1.1606 -1.9154 0.6694
H 0.5553 -1.6573 2.1860
H 1.0249 0.9368 2.0974
H -0.0131 -2.8104 -0.0513
H 0.0683 0.5984 -2.9385
```

**HOMO-LUMO gap**: 10.902 eV
**2S+1**: 1
**Total charge**: +1


# 4
DFT (ωB97M-V/def2-TZVPD) results for a single C4H7ClO molecule in a non-equilibrium geometry.

Structure (XYZ):
```
13
C4H7ClO, DFT ωB97M-V/def2-TZVPD
Cl -1.4782 -0.0721 -1.4318
O 1.1913 0.5736 1.2021
C 1.1999 -0.0305 -1.5546
C 0.1271 0.2086 0.7452
C -1.1422 0.2535 1.6315
C 0.0411 -0.4899 -0.6484
H 2.0959 -0.1479 -0.9127
H -1.5376 -0.7348 1.8320
H 0.0647 -1.5639 -0.3459
H 1.2726 -0.5484 -2.5013
H -0.9402 0.7073 2.5951
H 1.0630 1.0111 -1.8004
H -1.9574 0.8334 1.1891
```

**HOMO-LUMO gap**: 10.575 eV
**2S+1**: 1
**SMILES**: CC(=O)[C@H](C)Cl
**Total charge**: 0


# 5
DFT (ωB97M-V/def2-TZVPD) results for a molecular structure, C3LiO3Sc in a non-equilibrium geometry.

Structure (XYZ):
```
8
C3LiO3Sc, DFT ωB97M-V/def2-TZVPD
Sc 1.0818 2.8060 0.1174
O 1.2060 -1.3471 -0.1381
O 0.3520 0.8573 0.0154
O -3.1852 0.0036 0.3150
C -2.0807 -0.0149 0.0416
C -0.8280 0.0052 -0.4356
C 0.4673 -0.4645 -0.4089
Li 2.9868 -1.8456 0.4931
```

**HOMO-LUMO gap (spin up / spin down)**: 9.865 / 5.425 eV
**2S+1**: 1
**Total charge**: +4


# 6
DFT (ωB97M-V/def2-TZVPD) results for a molecular structure, C10H10BrClHo in a non-equilibrium geometry.

Structure (XYZ):
```
23
C10H10BrClHo, DFT ωB97M-V/def2-TZVPD
Ho -0.4815 1.0628 -0.6693
Br 1.8282 2.1000 -1.4968
Cl -2.7847 1.2855 -1.7168
C -1.6745 2.7882 0.8215
C 0.2447 -2.6099 -1.8293
C 1.2432 -2.5785 0.2559
C -0.8170 0.8286 1.7839
C -2.0305 1.4692 1.2956
C 1.4871 -1.9107 -1.9415
C 0.1012 -3.0283 -0.4687
C 2.0921 -1.8731 -0.6510
C -0.2788 2.9543 1.0447
C 0.2515 1.7679 1.6229
H -3.0518 1.0373 1.3694
H 1.2965 1.5298 1.8549
H 1.9227 -1.4936 -2.8423
H 0.2977 3.8304 0.7833
H -0.4354 -2.8365 -2.6494
H -0.7488 -0.2108 2.1435
H -0.7314 -3.6063 -0.0727
H 1.4536 -2.7573 1.3086
H -2.2474 3.6876 0.4875
H 3.0634 -1.4366 -0.4340
```

**HOMO-LUMO gap (spin up / spin down)**: 6.503 / 6.522 eV
**2S+1**: 5
**<S²>**: 6.005
**Total charge**: -1